{
  "formula": "C3H7NO",
  "method": "ωB97M-V/def2-TZVPD",
  "elements": ["C", "N", "C", "C", "O", "H", "H", "H", "H", "H", "H", "H"],
  "xyz": [[-1.67, 0.42, -0.22], [-0.75, 0.33, 0.82], [0.69, 0.35, 0.54], [1.07, -0.64, -0.58], [-2.63, -0.30, -0.29], [-1.39, 1.14, -1.02], [-1.10, -0.37, 1.46], [1.18, 0.24, 1.53], [1.05, 1.34, 0.17], [2.10, -0.96, -0.42], [1.05, -0.03, -1.49], [0.41, -1.50, -0.50]],
  "relative_energy_ev": 0.950,
  "smiles": "CCNC=O",
  "total_charge": 0,
  "homo_energy_ev": -9.66
}

{
  "formula": "C13H23Cl2FeNO",
  "method": "ωB97M-V/def2-TZVPD",
  "elements": ["Fe", "Cl", "Cl", "C", "H", "H", "C", "C", "H", "C", "H", "C", "H", "H", "C", "H", "H", "C", "H", "H", "H", "H", "O", "C", "C", "C", "C", "C", "C", "N", "H", "H", "H", "H", "H", "H", "H", "H", "H", "H", "H"],
  "xyz": [[0.38, -0.08, -0.39], [0.13, -2.26, -0.42], [1.16, 1.75, 0.35], [2.65, -0.41, -1.87], [3.14, 0.18, -1.12], [3.08, -1.28, -2.30], [-1.44, 0.52, -0.92], [1.50, 0.09, -2.50], [-2.30, 0.49, -0.22], [0.89, -0.69, -3.60], [1.19, 1.14, -2.36], [-0.40, -0.02, -4.11], [1.60, -0.78, -4.44], [0.73, -1.74, -3.29], [-1.62, -0.18, -3.22], [-0.22, 1.04, -4.31], [-0.67, -0.47, -5.07], [-1.82, 1.03, -2.20], [-2.51, -0.25, -3.84], [-1.56, -1.13, -2.69], [-0.98, 1.76, -2.27], [-2.85, 1.44, -2.31], [-1.08, -0.32, 1.68], [-0.53, -0.46, 2.76], [1.00, -0.49, 3.08], [1.42, 0.68, 3.97], [1.14, 0.42, 5.49], [-0.37, 0.30, 5.86], [-1.06, -0.93, 5.22], [-1.38, -0.69, 3.80], [1.19, -1.49, 3.52], [1.53, -0.37, 2.12], [2.49, 0.85, 3.83], [0.93, 1.61, 3.63], [1.68, -0.50, 5.78], [1.54, 1.29, 6.03], [-0.48, 0.22, 6.96], [-0.88, 1.22, 5.52], [-0.39, -1.80, 5.34], [-2.02, -1.11, 5.69], [-2.31, -0.87, 3.42]],
  "multiplicity": 6,
  "total_charge": -1,
  "homo_energy_ev": [-1.85, -3.64]
}